Record 1
ORCA calculation (ωB97M-V with the def2-TZVPD basis set) on a single C4H5NO3 molecule at a distorted geometry.

Each line ends with the natural charge from an NBO analysis.
Geometry (Å):
O: 1.8521 0.2163 -1.6180  -0.5054
O: -0.4278 0.1006 -1.5001  -0.5291
O: 0.8949 -1.6415 0.8103  -0.6764
N: 1.7068 0.8287 1.1280  -0.2592
C: -1.6697 0.1856 -0.8104  -0.2612
C: 0.7664 -0.2855 0.4869  0.1577
C: 0.8584 0.2244 -0.9095  0.7539
C: 0.5226 0.6805 1.5003  0.0416
H: -1.7717 -0.5999 -0.0544  0.1806
H: 1.8297 -1.8943 0.6960  0.4936
H: -2.4739 -0.0053 -1.5266  0.2092
H: -1.8209 1.1765 -0.3731  0.1781
H: -0.2669 1.0139 2.1704  0.2165

Forces on the atoms, in the same order (eV/Å):
O -2.260 1.005 1.673
O 1.398 1.207 -0.952
O 0.511 1.172 -0.465
N -0.419 -0.813 1.588
C 0.068 -0.218 0.424
C 2.303 0.967 0.450
C -1.502 -4.288 -3.075
C -0.751 0.424 0.429
H 0.185 0.175 0.134
H -0.391 0.022 -0.135
H 0.397 0.173 -0.156
H 0.022 -0.105 0.025
H 0.438 0.279 0.060

Output
Net charge ... 0
Structure (SMILES) ... COC(=O)[C@]1(O)C=N1
Gap between HOMO and LUMO ... 11.1 eV

---

Record 2
ORCA calculation (ωB97M-V with the def2-TZVPD basis set) on a single C4H5NO3 molecule at a distorted geometry.

Each line ends with the natural charge from an NBO analysis.
Geometry (Å):
O: -0.3026 1.1162 -2.1876  -0.4998
O: 1.2221 -0.6625 0.3254  -0.3717
O: -1.9738 -0.2771 1.6687  -0.6059
N: 0.0393 -0.1495 0.9137  -0.1593
C: 0.9841 -0.5593 -1.1635  -0.1835
C: -0.2391 1.1013 0.3532  -0.3647
C: -0.9297 -0.8746 1.4637  0.5016
C: 0.0332 0.6599 -1.0714  0.5382
H: -1.3471 1.4303 0.4776  0.2999
H: 0.6481 -1.5022 -1.6230  0.2210
H: 0.3777 1.9748 0.7048  0.2438
H: 2.1352 -0.3541 -1.4046  0.2343
H: -0.6475 -1.9032 1.5430  0.1462

Forces on the atoms, in the same order (eV/Å):
O 0.071 -0.459 3.685
O -1.237 -1.090 0.038
O -0.442 -1.463 1.003
N 2.361 -0.130 0.974
C 2.793 0.886 3.202
C -1.552 2.121 -1.365
C -0.970 1.201 -0.790
C 0.564 1.394 -6.463
H 1.972 -0.922 -0.245
H -0.243 0.559 0.274
H -0.205 -1.043 -0.380
H -2.856 0.007 -0.526
H -0.257 -1.062 0.592

Output
Net charge ... 0
Structure (SMILES) ... O=CN1CC(=O)CO1
Gap between HOMO and LUMO ... 10.0 eV

---

Record 3
ORCA calculation (ωB97M-V with the def2-TZVPD basis set) on a single C4H5NO3 molecule at a distorted geometry.

Each line ends with the natural charge from an NBO analysis.
Geometry (Å):
O: 1.7119 0.1399 0.6795  -0.4980
O: -0.8263 1.1973 -0.0647  -0.3810
O: -1.0070 -1.9638 -1.3685  -0.5356
N: 0.1825 1.9827 0.5720  -0.1792
C: -1.5092 -0.8722 -0.8891  0.3920
C: -0.3982 -0.0054 -0.5813  -0.0661
C: 1.2197 1.3869 0.9218  0.3207
C: 0.4934 -0.8107 0.4061  -0.0897
H: 0.1524 0.1443 -1.6051  0.2142
H: -2.6420 -0.5770 -0.8003  0.1839
H: 0.8542 -1.7533 0.0081  0.2473
H: -0.2572 -0.8927 1.3392  0.1992
H: 2.0257 2.0241 1.3824  0.1922

Forces on the atoms, in the same order (eV/Å):
O -3.338 -1.636 0.285
O 0.244 1.087 0.850
O -3.915 3.338 1.645
N -1.975 0.036 -0.275
C 0.612 -4.949 -2.960
C 2.432 0.575 -1.311
C 3.645 0.063 0.224
C -0.450 2.777 1.512
H -0.659 -0.120 1.785
H 1.991 -0.797 -0.096
H 0.067 0.295 0.209
H 2.414 -0.075 -1.479
H -1.067 -0.593 -0.388

Output
Net charge ... 0
Structure (SMILES) ... O=C[C@@H]1COC=NO1
Gap between HOMO and LUMO ... 9.9 eV

---

Record 4
ORCA calculation (ωB97M-V with the def2-TZVPD basis set) on a single C4H5NO3 molecule at a distorted geometry.

Each line ends with the natural charge from an NBO analysis.
Geometry (Å):
O: -1.7080 1.9518 -0.9819  -0.5657
O: 0.4780 -1.2234 0.8753  -0.5246
O: 1.2030 0.0224 -0.9188  -0.3529
N: -0.1528 0.2522 -0.6196  -0.1981
C: -1.0872 0.2924 1.8840  -0.5546
C: -0.8142 1.1361 -1.4632  0.4987
C: -0.2957 -0.1116 0.7420  0.4209
C: 1.5565 -1.1218 -0.3154  0.2023
H: -1.2578 -0.5022 2.6514  0.2557
H: -0.5020 1.1408 -2.5006  0.1677
H: -1.5996 1.3537 1.4344  0.2699
H: 2.6770 -0.8424 -0.0311  0.1976
H: 1.5028 -2.3479 -0.7565  0.1833

Forces on the atoms, in the same order (eV/Å):
O 3.716 -3.929 -2.368
O 2.636 0.294 -2.072
O -0.881 0.568 -1.795
N -0.668 1.156 -0.163
C 1.126 1.882 -6.687
C -3.381 3.572 3.881
C -1.992 -0.576 4.115
C 1.027 -3.707 2.661
H 0.104 1.488 -0.522
H 0.183 -0.183 -0.133
H 0.628 -3.259 2.378
H -2.322 -1.288 0.118
H -0.175 3.982 0.586

Output
Net charge ... 0
Structure (SMILES) ... C=C1OCON1C=O
Gap between HOMO and LUMO ... 9.2 eV

---

Record 5
ORCA calculation (ωB97M-V with the def2-TZVPD basis set) on a single C4H5NO3 molecule at a distorted geometry.

Each line ends with the natural charge from an NBO analysis.
Geometry (Å):
O: 1.1900 0.2922 -2.6209  -0.6666
O: 2.0657 -0.2194 0.5431  -0.7097
O: -2.0758 0.2693 -1.2630  -0.5900
N: -0.7145 0.3401 1.6256  -0.7031
C: -0.9718 -0.0777 -0.9199  0.4879
C: 1.0306 -0.2508 -0.1334  0.3368
C: 0.6131 0.0767 -1.4184  0.0692
C: -0.3919 -0.5572 0.3955  -0.2303
H: 2.1257 0.0661 -2.5517  0.4897
H: -0.6075 -1.5815 0.7042  0.2042
H: -0.6712 1.3120 1.3014  0.4386
H: -1.6332 0.1473 2.0345  0.4290
H: 0.0409 0.1830 2.3030  0.4442

Forces on the atoms, in the same order (eV/Å):
O -0.028 0.121 0.377
O 0.206 -0.184 0.174
O 0.204 -0.392 0.212
N 0.130 -0.146 -0.363
C 3.931 1.111 -1.589
C -0.328 0.224 0.552
C -4.580 -0.843 0.781
C 0.302 -0.002 -0.259
H 0.051 0.013 0.000
H -0.002 0.051 0.099
H -0.041 -0.144 0.158
H 0.284 0.085 -0.077
H -0.128 0.107 -0.065

Output
Net charge ... 0
Structure (SMILES) ... [NH3+][C@@H]1C(=O)C(O)=C1[O-]
Gap between HOMO and LUMO ... 7.1 eV

---

Record 6
ORCA calculation (ωB97M-V with the def2-TZVPD basis set) on a single C4H5NO3 molecule at a distorted geometry.

Each line ends with the natural charge from an NBO analysis.
Geometry (Å):
O: -1.0271 -2.4987 0.7208  -0.5335
O: 0.1199 1.6666 0.5311  -0.3439
O: -0.2188 -1.1643 -0.8521  -0.4816
N: -0.8256 1.0233 1.3063  -0.0432
C: 0.4011 0.0351 -1.2711  -0.0989
C: -1.0614 -0.2318 1.2573  -0.1398
C: -0.7162 -1.3875 0.3572  0.7228
C: 1.0171 0.8615 -0.1717  -0.1348
H: 1.2221 -0.2564 -1.8448  0.2039
H: 1.8039 1.5762 -0.5406  0.2222
H: -1.8802 -0.3784 1.9706  0.2382
H: 1.5413 0.1547 0.4368  0.1866
H: -0.3760 0.5997 -1.8999  0.2020

Forces on the atoms, in the same order (eV/Å):
O 0.354 0.797 -0.496
O -0.619 -0.336 0.755
O 0.291 -0.903 -0.102
N 0.581 0.479 -0.224
C -2.114 1.870 -0.176
C -0.715 1.149 0.076
C -0.513 -0.470 0.924
C 0.473 0.630 -1.009
H 1.067 -0.645 -1.420
H -0.913 -0.716 -0.018
H 0.446 -0.859 -0.249
H 0.346 -0.443 1.082
H 1.318 -0.554 0.859

Output
Net charge ... 0
Structure (SMILES) ... O=C1C=NOCCO1
Gap between HOMO and LUMO ... 10.7 eV

---

Across the entries above, relative energy (zero: lowest compared OMol25 entry of this formula, charge and spin) takes the values 93.82, 91.75, 109.18, 149.62, 76.27, 74.39 kcal per mole, respectively.
Across the entries above, highest occupied orbital energy takes the values -10.42, -9.75, -10.03, -8.68, -7.30, -10.44 eV, respectively.